# C35H42Cl8F4O

9 unconnected molecules or ions with the total composition C35H42Cl8F4O at a distorted geometry (ωB97M-V/def2-TZVPD, the Open Molecules 2025 dataset).

Geometry as XYZ:
```
90
Properties=species:S:1:pos:R:3
C 9.95 11.14 6.47
H 11.12 14.29 11.49
H 16.80 9.88 11.95
C 11.81 12.31 11.48
C 18.41 7.97 9.05
C 12.42 9.17 15.85
C 16.35 10.02 10.98
H 12.47 10.11 16.44
H 16.19 13.05 18.54
Cl 14.01 8.37 16.03
H 16.27 11.89 8.57
H 10.68 9.09 9.12
H 11.71 11.39 10.93
H 15.27 5.91 12.44
C 19.39 6.79 13.91
Cl 11.12 11.88 13.06
C 14.30 6.27 12.10
C 16.01 11.57 16.91
H 9.13 11.39 5.88
H 15.68 10.51 15.27
H 12.60 7.03 9.24
H 11.51 7.93 17.46
Cl 9.86 9.17 16.44
C 12.32 11.11 6.97
C 18.03 12.29 7.35
H 18.00 14.00 14.75
C 17.49 5.46 14.47
H 18.22 13.27 7.80
F 18.00 14.50 17.32
H 15.28 10.86 17.45
C 16.58 11.91 7.55
H 17.10 12.05 13.75
H 18.33 12.27 6.31
C 18.82 5.55 14.05
F 11.44 12.40 5.16
H 17.36 8.17 9.23
H 13.33 11.48 6.71
H 8.66 9.99 7.76
H 12.38 9.34 14.80
C 17.37 7.80 14.77
H 13.63 10.70 12.55
C 14.09 6.47 10.72
C 16.97 12.17 14.81
H 16.85 8.70 15.06
C 18.64 7.37 7.69
C 11.35 8.17 16.43
C 16.27 11.31 15.61
C 13.33 6.59 13.00
H 14.41 9.04 12.58
C 11.84 7.15 11.25
Cl 19.11 6.97 10.38
H 18.93 8.99 9.18
C 9.71 10.24 7.57
H 9.95 13.10 10.86
H 19.36 4.66 13.79
F 11.13 7.38 13.47
C 12.84 6.90 10.30
C 17.41 13.39 15.34
C 17.30 13.55 16.72
C 10.77 9.83 8.34
H 11.16 7.28 15.83
C 18.69 7.90 14.37
F 20.63 6.94 13.44
H 12.89 10.02 8.76
C 14.97 10.60 11.10
H 19.16 8.88 14.32
H 12.86 12.51 11.59
H 15.91 12.77 7.21
Cl 17.58 5.92 7.34
H 14.85 6.22 10.01
H 18.27 8.17 7.03
C 11.27 11.54 6.18
H 19.71 7.08 7.66
C 16.75 6.55 14.80
C 14.00 9.88 11.98
H 13.07 9.48 11.45
C 10.97 13.41 10.86
C 12.06 10.28 8.04
O 14.66 11.60 10.46
C 12.11 7.01 12.56
C 16.48 12.71 17.49
H 16.12 9.04 10.65
H 17.07 4.49 14.56
Cl 11.49 13.61 9.16
H 15.74 6.36 15.12
H 10.91 7.51 10.97
H 13.57 6.45 14.05
H 16.96 10.68 10.36
Cl 16.21 10.46 6.62
Cl 19.21 11.18 8.08
```

Output
HOMO level: -9.361 eV
E_LUMO: 0.0138 Eh
HOMO-LUMO gap: 9.74 eV
E_tot: -5515.05712 Eh
Multiplicity: 1
SMILES: Fc1ccccc1.Fc1ccccc1.Fc1ccccc1.Fc1ccccc1.CC(C)=O.ClCCCl.ClCCCl.ClCCCl.ClCCCl

# C28H54HfOP2

A molecular structure, C28H54HfOP2 at a distorted geometry (ωB97M-V/def2-TZVPD, the Open Molecules 2025 dataset).

Geometry as XYZ:
```
86
Properties=species:S:1:pos:R:3
C 0.50 -2.51 0.52
H 2.06 0.01 4.70
H 1.02 -1.23 -4.45
H 1.77 4.49 -0.22
C -0.26 2.46 4.03
H 1.47 -1.48 3.59
H -3.00 -2.40 0.75
H 2.47 -2.85 3.09
C 1.38 -1.92 1.50
H 1.04 -2.47 -2.89
H -1.28 -0.43 3.90
H -0.63 -2.81 -4.88
C -2.29 0.14 -2.33
H 3.67 -0.10 -1.47
H 1.13 -3.98 -1.96
H -1.16 1.86 4.17
H -0.40 -3.09 -2.10
H -0.65 2.73 -2.53
H -3.91 1.10 2.57
H 2.03 3.34 3.01
H -1.87 -2.01 3.34
C -0.49 -3.58 0.82
H 4.42 -1.21 1.39
H 3.83 -1.83 -1.82
H -3.69 -1.00 -0.11
C -2.08 -0.93 3.34
C 2.12 -1.32 -0.62
C 0.00 -0.83 -4.42
H -3.18 -1.71 -4.20
C -2.23 -1.96 -3.69
H -2.30 -3.03 -3.44
C 3.10 -1.01 -1.70
H 2.46 2.82 4.63
H 3.09 1.97 -1.62
H 0.01 -4.56 0.88
C -3.41 -1.39 0.88
H -2.33 0.67 -1.37
H 2.10 3.13 -2.58
C 1.51 -2.34 2.92
H -0.08 3.01 4.97
C -2.09 -1.18 -2.40
H 3.89 0.39 0.83
H -0.27 4.22 -1.58
H -0.44 3.20 3.25
H -2.44 2.07 2.19
C -2.64 0.97 -3.55
H -1.00 -3.40 1.77
H 1.80 1.37 -2.72
H 3.39 -0.20 2.42
P 0.87 2.27 -0.68
H -1.25 -3.65 0.04
C -0.22 0.49 -4.36
H 0.71 -3.04 3.20
C -0.50 3.15 -1.52
C 1.01 -2.19 -0.77
C 2.09 2.18 -2.03
H -3.05 -0.75 3.83
C 2.36 -1.13 0.78
O 0.71 0.91 2.40
C 3.57 -0.51 1.39
C 2.19 2.45 3.63
C -1.09 -1.82 -4.74
H -2.89 1.99 -3.20
H 0.87 3.84 1.19
H 0.29 -0.07 4.96
C 0.68 -2.97 -1.99
H 0.61 1.20 -4.30
C -1.56 1.10 -4.65
H -1.95 -1.79 -1.51
C 1.58 3.59 0.38
H 2.60 -0.86 -2.66
C -3.10 1.26 1.84
H -1.41 2.17 -4.85
H -3.55 0.58 -4.03
H -1.56 -1.58 -5.71
H 2.52 3.24 0.82
H 3.05 1.89 3.26
P -2.16 -0.30 1.62
H -1.98 0.69 -5.59
Hf 0.33 0.05 0.69
H -3.54 1.56 0.88
H -4.30 -1.43 1.53
C 0.94 1.58 3.69
C 1.14 0.59 4.83
H 1.26 1.13 5.79
H -1.43 3.01 -0.95
```

Output
HOMO level: -14.165 eV
E_LUMO: -0.2468 Eh
HOMO-LUMO gap: 7.45 eV
E_tot: -1904.79072 Eh
Multiplicity: 1
Charge: +2
Relative energy (zero: lowest compared OMol25 entry of this formula, charge and spin): 0.0 kcal per mole

# C5H11N2

A gas-phase ion, C5H11N2 (charge +1) at a distorted geometry (ωB97M-V/def2-TZVPD, the Open Molecules 2025 dataset).

Geometry as XYZ:
```
18
Properties=species:S:1:pos:R:3
C 1.49 -0.29 1.21
C 0.43 -0.26 0.07
H 0.97 -0.01 2.19
N -0.45 1.01 0.31
H -0.15 1.93 -0.06
C -1.80 0.67 -0.24
H 1.63 -1.21 1.50
H 1.76 0.59 -1.49
C 1.16 -0.31 -1.29
H 2.41 0.20 1.01
N -0.56 -1.34 0.10
H -2.46 -1.64 -0.24
H -1.82 0.94 -1.31
H -0.44 0.98 1.35
C -1.74 -0.87 -0.09
H 1.75 -1.15 -1.29
H 0.42 -0.31 -2.10
H -2.61 1.08 0.37
```

Output
HOMO level: -15.316 eV
E_LUMO: -0.1252 Eh
HOMO-LUMO gap: 11.91 eV
E_tot: -306.33582 Eh
Multiplicity: 1
SMILES: CC1(C)N=CC[NH2+]1
Charge: +1
Relative energy (zero: lowest compared OMol25 entry of this formula, charge and spin): 29.9 kcal per mole

# C9H10NOP

C9H10NOP in the gas phase at a distorted geometry (ωB97M-V/def2-TZVPD, the Open Molecules 2025 dataset).

Geometry as XYZ:
```
22
Properties=species:S:1:pos:R:3
H 1.92 -1.47 1.16
C 1.96 1.49 0.37
C -0.11 -0.76 -0.41
C 2.80 0.43 0.47
H 3.17 -1.54 -0.14
H 1.10 -2.21 -1.16
C -2.54 -0.76 0.75
C -0.27 0.70 -0.31
H -2.00 -0.46 1.70
H 2.29 2.48 0.66
C -1.55 1.37 -0.48
N 0.66 1.58 -0.05
P -1.41 -1.91 -0.07
H -3.55 -1.05 1.03
C -2.80 0.47 -0.24
C 2.31 -0.96 0.15
H 1.41 -0.50 -1.69
H -2.95 0.08 -1.23
H 3.68 0.61 0.95
C 1.21 -1.19 -0.87
O -1.62 2.58 -0.63
H -3.71 1.04 0.03
```

Output
HOMO level (alpha / beta): -8.374 / -8.372 eV
E_LUMO (alpha / beta): -0.0497 / -0.0497 Eh
HOMO-LUMO gap (alpha / beta): 7.02 / 7.02 eV
E_tot: -820.18133 Eh
Multiplicity: 1
SMILES: O=C1CCP=C2CCC=CN=C12
Relative energy (zero: lowest compared OMol25 entry of this formula, charge and spin): 68.5 kcal per mole